(1)
59
Properties=species:S:1:pos:R:3:nbo_charge:R:1 method="wB97M-V/def2-TZVPD" spin_multiplicity=1 total_charge=-1 e_homo_ev=-7.2
O -5.4274 -0.5680 -1.1085 -0.993
O -0.2795 -0.5593 4.2140 -0.989
O 5.0440 0.4824 -3.4588 -0.985
O -0.7662 2.5888 4.7180 -0.961
O -5.1682 -0.0663 2.0590 -1.006
O 3.6531 -3.2585 1.1568 -0.945
O 4.8225 3.2415 -0.6888 -1.007
O -1.1693 1.9009 -4.6779 -0.930
O -1.1400 2.1534 -0.7506 -1.010
O -1.1134 -0.9932 1.8166 -1.043
O -0.8004 -3.6062 -3.2868 -0.949
O 0.8790 -0.2660 0.3292 -1.109
O -1.0702 -0.4078 -1.2204 -1.219
O 1.9797 -4.6883 3.3764 -0.952
O 0.2882 -3.0069 -0.9238 -1.005
O 2.8451 2.1849 0.3320 -0.897
O 0.3032 0.2937 -3.2471 -1.041
O 2.4362 -0.9714 -3.0273 -1.005
O -1.8203 4.2174 1.0524 -0.963
O -3.6755 1.0198 3.5439 -0.953
H -1.7753 3.7771 0.2438 0.497
H -0.3113 2.5369 3.8957 0.475
H -5.2392 -1.0550 -1.8865 0.483
H 0.1582 -0.9892 3.4750 0.500
H -1.3370 1.9690 -5.6611 0.474
H -3.2630 1.3843 4.3235 0.479
H -0.4332 0.0779 -2.5907 0.503
H 0.0438 1.1225 -3.6290 0.481
H 1.8709 -1.6368 -3.3160 0.467
H -4.7861 -0.1294 -0.5569 0.510
H 1.9402 -0.1344 -2.9929 0.511
H -1.9335 -1.4612 1.5335 0.487
H 4.1253 2.6344 -0.2983 0.483
H -5.5502 0.8492 1.9869 0.483
H -0.9423 2.8896 -4.5411 0.470
H 2.3253 3.0264 0.4308 0.488
H 1.8466 -0.1257 0.2682 0.506
H 4.3559 -0.1293 -3.7124 0.499
H 2.7888 -4.2096 3.2375 0.480
H 0.6478 -2.9352 -0.0280 0.487
H -0.0051 -3.7432 -2.7515 0.487
H -0.9634 4.6459 1.2864 0.461
H -0.9152 1.8813 0.1738 0.465
H -2.9676 1.1218 2.9300 0.488
H 3.3051 -2.7575 0.3908 0.480
H -4.5621 -0.2630 2.8172 0.508
H 0.1194 -0.1870 -0.3863 0.520
H 0.2506 -2.0583 -1.3136 0.504
H 4.4393 4.1109 -0.8836 0.454
H -1.2355 -0.4708 3.9443 0.484
H -1.4627 -1.2326 -1.3902 0.465
H -0.5227 -0.6215 1.1051 0.522
H -0.6439 1.7692 5.1822 0.486
H 4.4601 -3.5072 0.7235 0.465
H 4.7299 1.1852 -2.8607 0.481
H 3.1174 2.0446 1.2146 0.479
H -0.9558 1.2540 -1.1461 0.516
H 1.5958 -4.8719 2.5231 0.472
H -0.9450 -2.6875 -3.1772 0.458

(2)
80
Properties=species:S:1:pos:R:3:lowdin_charge:R:1 method="wB97M-V/def2-TZVPD" spin_multiplicity=1 total_charge=+1 e_homo_ev=-10.6
I -3.2673 2.5593 -3.8620 0.909
Ca 0.2324 -0.0222 1.1940 0.917
S -3.4083 0.9207 4.2748 0.712
S 0.5643 0.2125 3.8657 0.569
P 0.8409 -2.7488 0.1487 0.809
P -2.2207 -1.5853 0.1347 0.849
P 3.3065 0.1855 0.4012 0.808
P 1.0351 2.7399 0.3024 0.785
O 1.4678 1.2680 3.4385 -0.339
O 0.9390 -1.0622 3.2363 -0.429
N -1.8778 1.5843 0.0790 -0.026
N -0.9199 0.5494 3.3616 -0.225
C 1.0727 -0.1506 6.6459 -0.023
C -0.3813 -5.2643 0.3647 -0.089
C -0.8717 0.0987 8.0591 -0.039
C -1.6908 0.3564 6.9679 -0.015
C -1.4468 -6.1432 0.4454 -0.062
C 0.4896 -0.1510 7.9055 -0.051
C 0.9733 3.4123 -1.4047 -0.265
C -2.7588 2.1681 0.8943 -0.169
C 4.4021 -0.7065 -0.7657 -0.288
C -4.0187 3.0328 -0.9439 -0.113
C 2.1603 -3.6223 1.0629 -0.268
C 4.2588 0.0664 1.9567 -0.268
C 1.3452 -2.9982 -1.5936 -0.252
C -2.9615 -4.2895 0.3392 -0.090
C 3.6762 1.9287 -0.0811 -0.428
C 0.2373 0.1042 5.5776 -0.227
C -2.9917 -1.5057 -1.5282 -0.251
C 0.3255 4.1018 1.2845 -0.257
C -3.8412 2.8961 0.4233 -0.032
C -1.8979 -3.3887 0.2681 -0.388
C -3.6693 -1.3669 1.2262 -0.268
C -1.1226 0.3588 5.7062 -0.229
C -2.0487 1.7171 -1.2341 -0.289
C 2.8202 2.9379 0.6867 -0.430
C -3.0993 2.4297 -1.7911 -0.733
C -1.7980 0.6119 4.3886 -0.847
C -2.7443 -5.6529 0.4317 -0.061
C -0.5870 -3.8867 0.2772 -0.390
H 0.4038 3.8480 2.3423 0.043
H 3.0031 -2.9417 1.1912 0.013
H -3.9202 -0.3073 1.2739 0.014
H 1.6465 4.2650 -1.5101 0.053
H 2.1285 -0.3388 6.5083 0.125
H -3.9803 -3.9236 0.3294 0.098
H 2.2803 -2.4704 -1.7850 0.018
H 2.9359 2.7997 1.7653 0.069
H 0.5789 -2.5963 -2.2575 0.038
H -3.4955 -0.5465 -1.6511 0.028
H -1.2980 0.0924 9.0533 0.115
H -0.0400 3.7466 -1.6327 0.034
H -2.6022 2.0318 1.9573 0.042
H -2.2371 -1.6052 -2.3089 0.041
H 2.5138 -4.5198 0.5549 0.045
H -4.5335 3.3443 1.1224 0.118
H -1.2658 -7.2074 0.5173 0.112
H 5.4165 -0.3053 -0.7328 0.050
H 1.0980 -0.3448 8.7782 0.114
H -0.7286 4.2308 1.0362 0.032
H -2.7482 0.5530 7.0805 0.104
H -1.3180 1.2327 -1.8744 0.096
H 4.4443 -1.7660 -0.5100 0.030
H -3.7254 -2.3036 -1.6491 0.049
H 4.2560 -0.9642 2.3146 0.040
H 3.1307 3.9607 0.4558 0.088
H 1.2485 2.6526 -2.1364 0.037
H -3.5846 -6.3314 0.4942 0.112
H 3.5067 2.0205 -1.1582 0.073
H 4.7397 2.1206 0.0856 0.088
H 4.0243 -0.6130 -1.7844 0.038
H 5.2920 0.3886 1.8141 0.053
H -4.8524 3.5945 -1.3434 0.106
H 0.6254 -5.6625 0.3730 0.098
H -3.4151 -1.6871 2.2367 0.044
H -4.5447 -1.9176 0.8816 0.043
H 0.8495 5.0413 1.1009 0.053
H 3.7818 0.6813 2.7191 0.021
H 1.4799 -4.0568 -1.8201 0.052
H 1.7916 -3.8850 2.0543 0.055

(3)
14
Properties=species:S:1:pos:R:3:nbo_charge:R:1 method="wB97M-V/def2-TZVPD" spin_multiplicity=1 smiles="CC(=O)NCC=O" e_homo_ev=-9.8
O -0.4814 3.0854 0.2998 -0.501
O 0.4005 -2.0750 -1.5974 -0.600
N -0.5443 -0.1502 -0.9357 -0.625
C 1.0695 -1.3327 0.5479 -0.713
C 0.2144 -1.2731 -0.7041 0.679
C -0.0947 1.9443 0.2298 0.425
C -1.0224 0.7630 0.0795 -0.348
H 1.0169 -0.3821 1.0838 0.201
H -1.2323 0.2951 1.0525 0.225
H 2.0789 -1.4891 0.1924 0.252
H -1.1000 -0.2030 -1.7813 0.412
H 0.7350 -2.0967 1.2397 0.241
H -2.0244 1.1459 -0.1097 0.238
H 0.9843 1.7682 0.4029 0.115

Number 1: largest force on an atom 0.079 Eh/bohr, gap between HOMO and LUMO 0.329 hartree, DFT total energy -1528.1716 a.u.. Number 2: largest force on an atom 0.028 Eh/bohr, gap between HOMO and LUMO 0.298 hartree, DFT total energy -4487.9884 a.u.. Number 3: largest force on an atom 0.027 Eh/bohr, gap between HOMO and LUMO 0.383 hartree, DFT total energy -361.8408 a.u..